{
  "formula": "C5H10O",
  "method": "wB97M-V/def2-TZVPD",
  "elements": ["O", "C", "C", "C", "C", "C", "H", "H", "H", "H", "H", "H", "H", "H", "H", "H"],
  "positions_angstrom": [[2.001, 1.212, 0.261], [2.314, -0.056, -0.065], [0.419, -0.988, -0.725], [-0.545, -0.306, 0.184], [-1.981, -0.113, -0.243], [-1.062, 1.068, -0.166], [1.512, 1.260, 1.101], [2.274, -0.741, 0.795], [1.702, -0.499, -1.005], [0.570, -2.047, -0.493], [0.111, -0.890, -1.777], [-0.395, -0.510, 1.245], [-2.260, -0.485, -1.226], [-2.754, -0.219, 0.512], [-0.708, 1.509, -1.095], [-1.219, 1.786, 0.635]],
  "e_tot_ev": -7389.786,
  "e_above_lowest_ev": 4.979,
  "orbital_gap_ev": 8.581,
  "homo_energy_ha": -0.2822
}